227
Properties=species:S:1:pos:R:3:forces:R:3:mulliken_charge:R:1 method="wB97M-V/def2-TZVPD" charge=+3 molar_mass_g_mol=1180.84 orbital_gap_ev=7.92 lumo_energy_ev=-5.02 e_above_lowest_kj_mol=0.0
C 8.812 -5.987 0.601 -0.38 -0.28 -0.33 -1.1840
C 8.927 -4.674 1.328 0.37 -0.50 0.98 -0.6024
C 7.587 -4.157 1.845 -0.62 1.01 -1.08 -0.0901
C 6.553 -3.814 0.722 0.16 0.93 1.13 -1.2488
P 5.096 -2.752 1.301 0.27 -1.10 -2.85 0.2860
C 5.462 -0.996 1.675 0.64 -0.12 0.04 0.7471
C 6.374 -0.882 2.928 -0.92 -0.51 -0.06 -1.3358
C 6.109 0.385 3.748 1.19 0.10 0.67 0.4949
C 7.178 0.584 4.865 -0.95 0.15 -1.05 -1.6352
C 4.451 -3.674 2.663 -1.62 -0.73 0.52 -1.2228
C 3.969 -5.137 2.305 0.92 0.40 -0.34 -0.5944
C 3.509 -5.986 3.493 0.62 -0.07 1.18 -0.5369
C 4.400 -6.026 4.802 -0.51 1.31 -0.76 -1.3016
C 3.926 -2.854 -0.244 0.07 -0.91 3.24 -0.1014
C 4.369 -1.974 -1.326 1.23 1.15 -0.37 0.5127
C 3.706 -2.117 -2.644 -0.75 0.08 -0.49 -1.5479
C 2.326 -1.516 -2.674 -0.50 -0.59 0.19 -0.5930
H 9.762 -6.511 0.493 0.03 0.24 -0.14 0.3925
H 8.363 -5.834 -0.381 0.01 -0.28 -0.13 0.2546
H 8.174 -6.650 1.186 -0.16 -0.16 -0.10 0.2970
H 9.541 -3.968 0.769 -0.37 0.33 -0.06 0.3824
H 9.495 -4.905 2.229 0.23 0.27 0.15 0.3605
H 7.734 -3.230 2.399 0.20 -0.28 0.45 -0.0220
H 7.097 -4.919 2.451 0.29 0.08 0.41 0.0674
H 6.095 -4.764 0.447 -0.12 0.31 -0.68 0.6119
H 7.055 -3.294 -0.093 -0.16 -0.25 -0.28 0.7028
H 4.604 -0.326 1.736 -0.78 -0.81 0.47 -0.3449
H 5.917 -0.575 0.779 0.63 -0.36 -0.13 0.8031
H 7.395 -1.135 2.644 0.31 0.94 -0.01 0.5265
H 6.166 -1.729 3.582 -0.33 -0.04 0.26 0.3539
H 5.139 0.374 4.244 -0.25 -0.38 -0.31 -0.1515
H 6.120 1.292 3.143 0.07 -0.03 -0.37 0.0725
H 7.101 -0.204 5.614 0.30 0.01 -0.07 0.3402
H 6.962 1.546 5.330 0.29 -0.06 0.20 0.4636
H 8.142 0.620 4.358 0.21 -0.07 0.50 0.3591
H 3.627 -3.020 2.948 -0.54 -0.19 0.37 0.5440
H 5.091 -3.746 3.542 0.39 0.25 -0.29 0.7389
H 4.798 -5.624 1.792 0.42 -0.23 0.39 0.4655
H 3.240 -5.166 1.495 -0.54 0.44 0.32 0.2296
H 3.403 -7.030 3.199 -0.06 0.09 -0.41 0.4678
H 2.519 -5.653 3.807 -0.07 0.04 -0.01 0.0858
H 4.395 -5.057 5.301 -0.57 0.22 0.16 0.3510
H 5.479 -6.121 4.680 -0.05 -0.93 -0.43 0.3132
H 3.954 -6.736 5.498 0.41 -0.11 -0.10 0.3910
H 2.973 -2.553 0.192 -0.27 0.34 -0.07 -0.4231
H 3.809 -3.912 -0.476 0.40 -0.09 -0.22 1.0035
H 5.420 -2.061 -1.602 0.43 -0.20 0.70 0.5287
H 4.210 -0.944 -1.006 0.17 0.20 0.15 -0.8477
H 3.670 -3.177 -2.898 0.24 0.07 -0.55 0.4653
H 4.294 -1.507 -3.329 0.22 -0.55 -0.39 0.4245
H 2.024 -1.394 -3.715 -0.19 0.47 0.11 0.3591
H 2.348 -0.607 -2.073 -0.19 0.35 -0.45 -0.1721
H 1.581 -2.159 -2.206 -0.05 -0.10 0.10 0.4470
C -1.908 -5.921 3.496 -0.79 1.23 -0.26 -1.2848
C -3.206 -5.879 2.705 0.87 0.34 0.80 0.0428
C -4.408 -5.772 3.619 -0.05 -1.80 -0.67 -0.7000
C -5.596 -6.127 2.719 -2.13 1.98 0.23 -1.1741
P -6.531 -4.682 1.984 0.38 0.05 0.37 0.7565
C -6.284 -3.268 3.081 -0.75 -0.01 -0.18 -1.5481
C -4.921 -2.556 3.113 -0.09 -0.23 0.55 -0.3300
C -5.123 -1.032 3.176 1.92 0.11 -0.83 -0.9411
C -3.779 -0.265 3.020 -0.47 -0.15 0.20 -1.0411
C -5.885 -4.223 0.368 1.25 0.55 0.70 -0.9484
C -5.873 -2.721 -0.035 -0.33 0.79 -0.91 0.2422
C -5.298 -2.494 -1.453 -1.34 0.05 0.27 -0.9560
C -3.804 -2.449 -1.485 0.39 0.18 -0.03 -0.7946
C -8.331 -5.071 1.828 0.67 0.18 -0.19 -0.9324
C -9.184 -3.939 1.167 0.61 0.58 0.27 -0.0881
C -10.367 -3.509 1.995 -1.73 -0.39 -0.42 -0.8829
C -11.427 -4.645 1.992 -0.43 0.61 1.36 -1.1994
H -1.794 -4.918 3.907 0.58 -0.07 0.13 0.1185
H -1.119 -6.145 2.779 0.38 -0.21 0.70 0.4050
H -2.070 -6.585 4.345 0.65 -0.39 -0.27 0.3922
H -3.188 -6.800 2.122 -0.73 0.03 -0.15 0.3961
H -3.245 -5.018 2.036 0.34 -0.01 -0.36 -0.2037
H -4.477 -4.914 4.288 -0.11 0.47 -0.76 0.3067
H -4.355 -6.561 4.368 0.06 -0.42 -0.11 0.6458
H -6.402 -6.495 3.354 -0.09 -0.76 -0.20 0.5463
H -5.385 -6.753 1.852 0.14 -0.44 0.49 0.5062
H -6.623 -3.573 4.071 0.05 -0.04 0.15 0.7418
H -7.040 -2.562 2.738 -0.16 0.19 -0.02 0.8294
H -4.253 -2.914 2.330 -0.11 0.43 -0.43 0.0644
H -4.391 -2.898 4.003 -0.03 0.27 0.21 0.7655
H -5.562 -0.754 4.134 -0.42 0.00 -0.27 0.4318
H -5.660 -0.677 2.296 -0.89 -0.19 0.36 0.3703
H -3.046 -0.630 3.740 0.19 0.25 -0.11 0.2673
H -3.952 0.806 3.128 0.03 0.01 0.47 0.4960
H -3.384 -0.331 2.007 0.14 -0.52 -0.05 0.0226
H -6.242 -5.023 -0.281 -0.52 0.66 -0.77 0.7384
H -4.823 -4.464 0.417 0.26 -0.22 0.24 0.2589
H -5.272 -2.025 0.550 0.56 -0.95 0.86 -0.4786
H -6.797 -2.151 0.065 -0.70 -0.81 -0.33 0.4145
H -5.664 -1.522 -1.782 -0.21 -0.04 -0.17 0.3608
H -5.744 -3.260 -2.089 0.24 0.09 -0.41 0.3572
H -3.460 -1.666 -0.810 0.13 -0.22 0.49 0.0975
H -3.424 -2.087 -2.440 -0.03 -0.59 -0.28 0.3838
H -3.397 -3.423 -1.215 0.46 0.18 -0.10 0.3229
H -8.596 -5.352 2.847 -0.49 0.33 0.14 0.6794
H -8.440 -6.002 1.273 0.27 -0.09 -0.13 0.4454
H -9.595 -4.228 0.200 0.23 -0.50 0.04 0.5836
H -8.560 -3.083 0.906 0.22 0.11 0.24 -0.2163
H -10.905 -2.647 1.602 0.40 0.10 -0.90 0.4544
H -10.209 -3.102 2.994 0.66 -0.74 0.35 0.3166
H -12.350 -4.185 2.345 -0.15 -0.18 0.14 0.4020
H -11.195 -5.418 2.724 0.09 -0.17 -0.10 0.3044
H -11.709 -5.124 1.055 0.61 0.27 -0.28 0.3294
C -0.661 7.266 -2.722 -1.13 0.36 0.05 -1.2765
C -0.248 6.531 -3.966 1.52 -1.16 0.55 -0.8644
C -0.463 4.956 -3.780 -0.51 3.06 -0.57 1.2077
C -0.060 4.299 -5.061 -0.24 -1.58 -1.39 -1.7428
P -1.297 3.224 -5.883 -1.27 0.63 0.75 1.5168
C -1.291 1.609 -5.193 -0.29 -1.51 -0.60 -1.7650
C -1.052 1.474 -3.713 0.23 0.60 -0.05 -0.0249
C -1.051 0.016 -3.274 0.59 1.15 1.56 -0.4523
C -0.587 -0.011 -1.800 0.59 -0.63 0.25 -0.6165
C -2.962 3.842 -5.476 -0.71 1.13 0.16 -1.7575
C -3.244 5.358 -5.771 0.59 -0.48 0.26 -0.6553
C -4.342 5.982 -4.859 0.01 -0.75 -1.18 -0.5568
C -5.729 5.720 -5.458 -0.24 0.64 -0.12 -1.3934
C -1.260 3.281 -7.687 0.01 0.42 0.66 -1.0575
C -2.019 2.122 -8.402 1.46 0.39 0.47 -0.9630
C -3.403 2.464 -8.917 2.34 2.03 0.88 -0.1877
C -3.845 1.444 -9.871 -1.50 -0.92 -0.51 -1.3218
H -0.634 6.602 -1.858 0.67 0.12 0.19 0.1110
H -1.718 7.533 -2.718 -0.11 0.31 -0.33 0.3823
H -0.070 8.173 -2.597 -0.14 -0.10 0.35 0.3780
H 0.822 6.710 -4.072 0.50 -0.47 0.25 0.3857
H -0.513 6.965 -4.930 -1.15 -0.28 0.09 0.5574
H -1.521 4.864 -3.532 0.00 -0.39 0.09 -0.0185
H 0.144 4.633 -2.935 -0.13 -0.08 -0.11 -0.6127
H 0.867 3.753 -4.883 0.03 -0.23 -0.54 0.6309
H 0.077 4.921 -5.946 0.58 0.94 0.46 0.6509
H -0.576 0.968 -5.709 0.26 0.09 -0.20 0.7124
H -2.255 1.172 -5.452 -0.23 -0.04 -0.07 0.6057
H -1.768 2.061 -3.137 -0.23 -0.07 0.03 -0.2177
H -0.094 1.959 -3.525 0.33 -0.23 0.36 0.1499
H -0.391 -0.543 -3.937 -0.32 -0.37 0.10 0.3100
H -2.084 -0.330 -3.225 0.09 -0.36 -0.65 0.1488
H -1.133 0.725 -1.210 -0.36 -0.32 0.11 0.2834
H 0.459 0.175 -1.556 0.27 0.60 -0.83 -0.4299
H -0.623 -1.010 -1.366 -0.84 -0.09 0.09 0.6665
H -3.168 3.711 -4.413 0.24 -0.35 0.13 0.5918
H -3.722 3.266 -6.003 0.25 -0.43 -0.04 1.0265
H -3.526 5.468 -6.818 -0.12 0.05 -0.04 0.5662
H -2.278 5.855 -5.683 -0.13 0.46 0.21 0.2523
H -4.222 7.066 -4.854 0.21 -0.06 0.33 0.3373
H -4.282 5.566 -3.853 0.18 0.22 0.15 0.3229
H -6.506 6.185 -4.852 -0.01 -0.21 0.19 0.4042
H -6.011 4.685 -5.653 0.24 -0.13 0.24 0.3112
H -5.795 6.250 -6.408 0.05 -0.09 -0.18 0.3663
H -0.239 3.486 -8.011 0.14 -0.55 -0.17 0.7037
H -1.746 4.244 -7.844 -0.27 0.15 -0.29 0.6329
H -2.004 1.237 -7.766 -0.08 -0.18 -0.11 0.4925
H -1.357 1.925 -9.246 -0.26 -0.44 -0.18 0.3947
H -3.188 3.397 -9.436 -0.46 0.23 -0.41 0.3033
H -4.018 2.818 -8.089 -0.62 -0.75 -0.03 0.2548
H -3.606 0.422 -9.576 -0.04 -0.02 0.23 0.3372
H -3.393 1.589 -10.852 -0.18 0.10 0.01 0.3428
H -4.931 1.529 -9.917 -0.03 -0.33 -0.62 0.3701
C 3.273 3.916 6.232 0.10 -0.92 -0.30 -1.5497
C 3.706 3.003 5.052 0.21 1.35 -0.99 -0.2012
C 2.873 3.254 3.766 -0.65 -0.45 0.51 -0.4444
C 3.103 2.273 2.578 -0.40 1.38 1.34 1.5014
P 2.419 2.800 0.971 0.11 -0.03 -0.26 -0.0013
C 0.679 2.457 0.690 0.29 -0.35 0.31 0.8203
C -0.292 3.216 1.596 -0.42 0.05 -0.23 -0.7368
C -1.772 2.816 1.264 0.53 -0.16 -1.07 -0.3571
C -2.232 3.339 -0.194 1.03 -0.08 2.05 -0.5981
C 3.397 1.788 -0.147 -1.12 -0.17 -0.68 0.2943
C 4.871 2.145 -0.173 1.11 0.82 -0.81 -0.9193
C 5.472 2.501 -1.587 -0.14 -1.83 -0.14 -1.1620
C 5.415 1.253 -2.526 -1.34 0.01 0.08 -0.6695
C 2.619 4.569 0.546 -0.19 0.17 0.82 -1.4591
C 1.889 5.133 -0.704 0.93 -0.31 0.00 0.5099
C 2.398 6.531 -1.060 0.18 0.41 -0.65 -0.5002
C 2.314 7.654 -0.023 0.37 -0.18 -0.06 -1.5658
H 3.968 3.773 7.059 -0.02 0.04 0.01 0.4386
H 2.299 3.563 6.570 -0.13 0.23 0.11 0.3386
H 3.222 4.984 6.024 0.03 -0.11 -0.30 0.3511
H 3.621 1.961 5.361 0.20 -0.05 -0.11 0.1882
H 4.713 3.263 4.727 0.48 -0.42 0.53 0.3670
H 2.983 4.276 3.404 0.02 0.18 0.41 0.4811
H 1.867 3.098 4.158 -0.51 0.36 -0.60 -0.0477
H 2.638 1.342 2.903 0.16 -0.51 -0.78 -0.7013
H 4.178 2.182 2.422 0.02 -0.30 -0.13 -0.2141
H 0.574 1.381 0.822 -0.07 -0.24 0.19 0.0825
H 0.554 2.643 -0.377 -0.25 0.21 -0.14 -0.1573
H -0.138 4.294 1.543 -0.24 0.29 -0.67 0.3127
H 0.023 3.082 2.631 -0.51 -0.79 0.20 0.1344
H -2.440 3.147 2.060 -0.03 0.30 -0.24 0.5593
H -1.836 1.728 1.267 0.08 -0.14 0.17 -0.1190
H -1.920 2.725 -1.039 0.05 -0.30 0.30 -0.1317
H -1.649 4.258 -0.254 -0.62 0.51 -0.54 0.0377
H -3.313 3.476 -0.239 0.18 0.27 -0.01 0.5717
H 2.913 1.813 -1.124 0.15 0.45 -0.39 0.8206
H 3.090 0.788 0.159 0.49 -0.50 0.47 -0.5599
H 5.481 1.379 0.307 -0.05 0.02 -0.10 0.2703
H 5.026 3.058 0.403 0.10 0.00 0.33 0.8891
H 6.518 2.802 -1.542 -0.11 0.21 0.53 0.4382
H 4.901 3.326 -2.013 0.01 0.04 -0.10 0.2551
H 5.562 0.293 -2.030 0.76 0.26 0.35 0.0158
H 5.969 1.244 -3.464 0.34 0.46 0.30 0.4787
H 4.380 1.110 -2.835 -0.36 0.20 -0.26 0.1613
H 3.689 4.771 0.497 0.13 0.01 -0.29 0.6865
H 2.320 5.107 1.445 -0.22 0.17 0.09 0.9059
H 0.800 5.131 -0.663 -0.03 -0.11 0.54 -0.5896
H 2.162 4.466 -1.522 -0.09 -0.06 -0.34 0.2373
H 1.908 6.896 -1.962 -0.54 -0.33 0.02 -0.1036
H 3.420 6.484 -1.435 0.32 -0.31 0.34 0.5440
H 2.198 8.592 -0.566 -0.17 0.06 0.25 0.4638
H 3.256 7.744 0.519 -0.09 -0.06 0.22 0.3570
H 1.508 7.534 0.701 -0.12 0.06 -0.10 0.3114
C 0.719 -1.278 2.112 1.86 2.40 -0.52 0.1255
O 0.306 -0.291 3.154 -0.38 -1.18 0.66 0.2154
O 1.968 -0.923 1.672 -0.69 -1.79 0.72 0.2574
C 0.351 -2.737 2.556 1.38 -0.13 -0.04 -0.0206
F 0.435 -3.653 1.538 0.41 0.72 0.17 -0.2704
F 1.147 -3.189 3.551 0.24 -0.16 -0.21 -0.3092
F -0.887 -2.865 2.999 -1.02 0.51 0.27 -0.2396
C 0.885 -0.392 4.498 -1.32 0.57 -0.20 0.1135
C 0.134 0.640 5.413 1.02 -0.73 -1.77 -1.3232
H 0.271 1.590 4.896 -0.18 0.34 0.36 0.2238
H -0.929 0.400 5.419 0.11 0.02 0.31 0.3106
H 0.609 0.651 6.394 -0.30 0.07 0.04 0.3623
H 1.950 -0.162 4.457 0.16 -0.11 0.00 -0.1942
H 0.725 -1.371 4.952 0.19 -0.18 -0.32 0.4231
H 0.060 -1.100 1.262 -1.08 0.08 0.13 -0.4682